[1]
DFT (ωB97M-V/def2-TZVPD) results for a single C16H27N3O3S molecule.

Kohn-Sham gap = 9.33 eV
SMILES = C=C(C)CSc1nnc(CCCCCNC(=O)OC(C)(C)C)o1
LUMO level = 0.702 eV
Largest force on an atom = 1.555 eV/A
ΔE to the lowest compared entry with this formula, charge and spin = 45.76 kcal per mole

The geometry in ORCA input format:
```
! RIJCOSX wB97M-V def2-TZVPD def2/J DEFGRID3
* xyz 0 1
C -7.266 -1.266 0.441
C -6.373 -1.426 -0.524
C -6.529 -0.859 -1.898
C -5.107 -2.201 -0.297
S -4.128 -1.558 1.115
C -3.582 -0.093 0.400
N -3.747 0.314 -0.821
N -3.134 1.515 -0.907
C -2.629 1.781 0.248
C -1.858 2.979 0.646
C -0.407 2.623 0.991
C 0.344 2.053 -0.210
C 1.817 1.815 0.109
C 2.564 1.223 -1.090
N 3.973 1.060 -0.829
C 4.516 -0.133 -0.480
O 3.925 -1.184 -0.512
O 5.803 0.057 -0.131
C 6.643 -1.070 0.216
C 8.003 -0.440 0.521
C 6.753 -2.034 -0.965
C 6.093 -1.780 1.453
O -2.879 0.788 1.143
H -8.175 -0.714 0.285
H -7.113 -1.673 1.427
H -6.502 -1.656 -2.640
H -5.700 -0.181 -2.101
H -7.467 -0.321 -1.992
H -5.312 -3.236 -0.022
H -4.455 -2.167 -1.168
H -1.892 3.682 -0.185
H -2.338 3.429 1.518
H 0.096 3.528 1.340
H -0.398 1.898 1.808
H -0.115 1.113 -0.519
H 0.261 2.748 -1.049
H 2.285 2.762 0.392
H 1.908 1.130 0.954
H 2.173 0.230 -1.321
H 2.438 1.868 -1.965
H 4.535 1.882 -0.676
H 7.910 0.269 1.339
H 8.716 -1.211 0.797
H 8.372 0.090 -0.354
H 7.453 -2.829 -0.724
H 7.107 -1.505 -1.847
H 5.782 -2.471 -1.182
H 6.773 -2.572 1.753
H 5.989 -1.073 2.274
H 5.120 -2.211 1.234
*
```

Atom-resolved charges from Löwdin, all expressed in e: 0.031 -0.444 -0.071 -0.410 1.003 -0.676 0.048 0.103 -0.366 -0.112 -0.198 -0.215 -0.191 -0.188 0.075 -0.567 0.087 0.027 -0.577 -0.026 -0.021 -0.022 0.082 0.061 0.055 0.083 0.060 0.077 0.084 0.078 0.125 0.124 0.115 0.118 0.119 0.122 0.114 0.122 0.125 0.124 0.147 0.085 0.087 0.086 0.089 0.091 0.079 0.088 0.090 0.078

[2]
DFT (ωB97M-V/def2-TZVPD) results for a molecular structure, C16H27NO2PSr.

Kohn-Sham gap = 3.35 eV
LUMO level = 2.399 eV
Largest force on an atom = 0.635 eV/A
ΔE to the lowest compared entry with this formula, charge and spin = 6.94 kcal per mole

The geometry in ORCA input format:
```
! RIJCOSX wB97M-V def2-TZVPD def2/J DEFGRID3
* xyz -1 1
Sr -0.121 0.185 -0.681
N -2.526 1.782 -0.456
C -1.663 2.639 -1.286
C -0.482 3.132 -0.440
C 0.846 3.169 -1.238
O 0.967 4.116 -2.020
O 1.650 2.208 -1.029
H -3.383 1.522 -0.927
H -2.765 2.262 0.402
H -2.190 3.491 -1.724
H -1.341 2.048 -2.154
H -0.404 2.557 0.488
H -0.684 4.156 -0.117
C 0.078 -0.556 4.298
P 0.428 -0.082 2.559
C 2.103 -0.798 2.345
C 0.803 1.703 2.726
C -0.100 2.534 3.399
C 0.063 3.909 3.399
C 1.119 4.486 2.701
C 2.009 3.676 2.017
C 1.859 2.295 2.038
H -0.870 -0.133 4.629
H 0.875 -0.227 4.966
H -0.012 -1.642 4.342
H 2.848 -0.314 2.980
H 2.406 -0.754 1.298
H 2.037 -1.858 2.591
H -0.947 2.101 3.919
H -0.644 4.535 3.930
H 1.232 5.562 2.677
H 2.808 4.112 1.432
H 2.546 1.691 1.460
C -2.383 -3.661 -1.796
C -1.254 -3.253 -0.817
C -1.937 -2.903 0.513
C -0.407 -4.520 -0.569
C -0.413 -2.088 -1.315
H -2.948 -4.532 -1.431
H -1.961 -3.906 -2.773
H -3.060 -2.814 -1.936
H -2.596 -3.705 0.871
H -2.543 -1.998 0.389
H -1.180 -2.707 1.279
H -1.000 -5.347 -0.148
H 0.412 -4.283 0.113
H 0.034 -4.861 -1.510
H 0.203 -2.462 -2.159
*
```

Atom-resolved charges from Löwdin, all expressed in e: 1.040 -0.045 -0.315 -0.181 -0.748 -0.016 -0.163 0.071 0.072 0.113 0.093 0.057 0.115 -0.290 0.867 -0.292 -0.420 -0.122 -0.100 -0.094 -0.076 -0.113 0.025 0.046 0.035 0.046 0.026 0.039 0.092 0.096 0.099 0.114 0.097 -0.123 -0.804 -0.140 -0.123 -0.386 0.056 0.061 0.052 0.063 0.055 0.039 0.058 0.054 0.063 -0.094

[3]
DFT (ωB97M-V/def2-TZVPD) results for a molecular structure, C16H27O3Sb2Sn.

Kohn-Sham gap = 7.59 eV
LUMO level = -3.723 eV
Largest force on an atom = 0.479 eV/A
ΔE to the lowest compared entry with this formula, charge and spin = 1.31 kcal per mole

The geometry in ORCA input format:
```
! RIJCOSX wB97M-V def2-TZVPD def2/J DEFGRID3
* xyz 1 1
Sn -0.468 -1.467 -0.574
C 2.924 0.141 -2.402
Sb 0.947 0.781 -1.984
C 1.222 2.649 -1.016
C 0.102 1.370 -3.873
C -0.700 2.633 -3.802
C -0.020 3.839 -3.996
C -0.679 5.052 -4.010
C -2.058 5.074 -3.846
C -2.742 3.888 -3.657
C -2.088 2.652 -3.613
C -2.917 1.417 -3.409
Sb -4.208 1.537 -1.667
C -4.550 -0.584 -1.573
C -2.569 1.485 -0.252
H 3.473 0.958 -2.867
H 2.890 -0.711 -3.077
H 3.410 -0.159 -1.476
H 1.375 3.413 -1.775
H 2.094 2.587 -0.369
H 0.337 2.910 -0.437
H -0.481 0.519 -4.219
H 0.944 1.488 -4.554
H 1.051 3.814 -4.168
H -0.129 5.968 -4.171
H -2.597 6.010 -3.874
H -3.819 3.913 -3.542
H -2.324 0.508 -3.313
H -3.595 1.269 -4.253
H -5.535 -0.827 -1.964
H -4.506 -0.908 -0.532
H -3.800 -1.127 -2.149
H -2.369 2.475 0.154
H -1.672 1.128 -0.774
H -2.844 0.806 0.557
C 1.463 0.950 2.432
C 0.971 -0.429 2.052
C 0.724 -1.327 3.249
O -0.308 -0.284 1.328
C 1.966 -1.135 1.112
O 3.145 -1.047 1.295
O 1.408 -1.836 0.136
H 0.773 1.421 3.134
H 1.580 1.585 1.551
H 2.438 0.865 2.906
H 0.019 -0.856 3.934
H 1.665 -1.499 3.768
H 0.324 -2.293 2.938
H -0.624 0.629 1.366
*
```

Atom-resolved charges from Löwdin, all expressed in e: 1.177 -0.271 1.345 -0.262 -0.297 -0.292 -0.072 -0.068 -0.065 -0.071 -0.285 -0.349 1.350 -0.351 -0.376 0.023 0.022 0.010 0.009 0.013 0.012 0.053 0.073 0.116 0.110 0.111 0.091 0.033 0.074 -0.001 0.000 -0.010 0.009 -0.091 0.003 0.013 -0.488 0.014 -0.238 -0.596 0.142 -0.318 0.107 0.072 0.111 0.102 0.113 0.103 0.090

[4]
DFT (ωB97M-V/def2-TZVPD) results for a molecular structure, C16H28BF4N4O20Tl.

Kohn-Sham gap = 2.07 eV
LUMO level = -13.795 eV
Largest force on an atom = 6.106 eV/A

The geometry in ORCA input format:
```
! RIJCOSX wB97M-V def2-TZVPD def2/J DEFGRID3
* xyz 2 1
Tl 1.616 0.025 -3.202
B 0.518 0.212 -0.429
H 1.571 -0.001 -0.326
H 0.394 1.160 -0.928
H 0.069 -0.505 -1.099
H 0.011 0.183 0.523
C -4.107 3.158 -2.303
C -4.836 1.827 -2.326
O -3.891 0.859 -2.131
C -2.656 1.389 -2.513
O -1.690 0.676 -2.820
O -2.844 2.691 -2.777
F -5.529 1.552 -3.470
H -3.935 3.664 -1.353
H -4.675 3.889 -2.880
H -5.546 1.751 -1.503
C -2.396 -2.091 -0.745
C -3.194 -2.794 0.347
O -3.462 -4.074 -0.193
C -3.308 -4.058 -1.480
O -3.426 -5.026 -2.249
O -3.028 -2.795 -1.832
F -4.359 -2.142 0.546
H -1.335 -2.316 -0.640
H -2.543 -1.020 -0.880
H -2.534 -2.735 1.213
C 2.726 2.139 1.569
C 3.435 2.769 0.338
O 2.769 3.955 0.257
C 2.431 4.350 1.432
O 1.842 5.378 1.683
O 2.508 3.350 2.323
F 3.158 2.107 -0.792
H 3.309 1.358 2.055
H 1.849 1.575 1.251
H 4.513 2.840 0.486
C 0.582 -2.466 1.973
C 1.066 -2.841 3.345
O -0.089 -3.478 3.824
C -0.747 -4.039 2.831
O -1.720 -4.783 2.991
O -0.139 -3.635 1.675
F 1.220 -1.817 4.118
H 1.420 -2.418 1.278
H -0.043 -1.587 1.819
H 1.912 -3.526 3.296
C -0.355 4.577 -1.246
N 0.500 4.141 -2.420
O 0.898 4.932 -3.270
O 0.786 2.960 -2.505
H -0.745 5.584 -1.395
H 0.367 4.527 -0.431
H -1.106 3.796 -1.131
C 5.423 -0.398 0.597
N 4.356 -1.398 0.870
O 3.191 -1.014 1.077
O 4.726 -2.570 0.763
H 5.350 0.240 1.477
H 5.154 0.179 -0.288
H 6.404 -0.871 0.552
C 2.486 -4.506 -0.517
N 1.347 -3.778 -1.174
O 0.299 -4.467 -1.322
O 1.660 -2.708 -1.725
H 3.322 -4.304 -1.187
H 2.209 -5.509 -0.192
H 2.613 -3.939 0.405
C -2.622 1.280 1.226
N -1.723 2.207 1.905
O -1.678 2.110 3.099
O -1.230 3.124 1.299
H -2.756 1.462 0.160
H -3.597 1.330 1.710
H -2.164 0.301 1.363
*
```

Atom-resolved charges from Löwdin, all expressed in e: 1.190 -0.418 -0.035 0.025 -0.010 -0.002 -0.015 -0.342 0.114 -0.457 0.084 0.071 0.101 0.142 0.159 0.176 -0.020 -0.274 0.208 -0.490 0.263 0.112 0.111 0.113 0.121 0.155 0.004 -0.308 0.179 -0.564 0.221 0.148 0.065 0.130 0.118 0.188 -0.070 -0.337 0.183 -0.488 0.211 0.049 0.161 0.095 0.139 0.192 0.108 -0.355 0.175 0.013 0.128 0.085 0.075 0.073 -0.366 0.031 0.098 0.102 0.103 0.118 0.079 -0.353 0.115 -0.035 0.117 0.122 0.066 0.053 -0.449 0.133 0.071 0.082 0.127 0.087

[5]
DFT (ωB97M-V/def2-TZVPD) results for a single C16H28N2O3 molecule.

Kohn-Sham gap = 9.54 eV
SMILES = COC(=O)[C@H](CC(C)C)NC(=O)NCCC1=CCCCC1
LUMO level = 0.792 eV
Largest force on an atom = 0.510 eV/A
ΔE to the lowest compared entry with this formula, charge and spin = 11.06 kcal per mole

The geometry in ORCA input format:
```
! RIJCOSX wB97M-V def2-TZVPD def2/J DEFGRID3
* xyz 0 1
C -5.942 -1.976 0.862
O -4.880 -1.027 0.880
C -3.900 -1.168 -0.008
O -3.837 -2.044 -0.834
C -2.872 -0.054 0.117
C -3.497 1.249 -0.412
C -2.513 2.424 -0.429
C -2.015 2.764 0.973
C -3.189 3.638 -1.064
N -1.685 -0.413 -0.620
C -0.496 -0.583 0.050
O -0.329 -0.210 1.194
N 0.475 -1.192 -0.693
C 1.852 -1.170 -0.254
C 2.585 0.114 -0.677
C 4.020 0.078 -0.229
C 4.392 0.537 0.958
C 5.798 0.503 1.473
C 6.798 0.230 0.354
C 6.300 -0.926 -0.506
C 4.998 -0.529 -1.196
H -5.783 -2.697 0.058
H -6.877 -1.438 0.707
H -5.962 -2.485 1.825
H -2.590 0.067 1.168
H -4.355 1.496 0.215
H -3.856 1.073 -1.430
H -1.653 2.141 -1.044
H -2.853 2.944 1.643
H -1.408 1.957 1.375
H -1.402 3.662 0.942
H -3.537 3.408 -2.069
H -4.044 3.950 -0.468
H -2.494 4.472 -1.126
H -1.864 -0.986 -1.434
H 0.320 -1.284 -1.685
H 1.839 -1.231 0.836
H 2.357 -2.051 -0.657
H 2.066 0.961 -0.224
H 2.536 0.216 -1.764
H 3.653 0.954 1.629
H 5.873 -0.279 2.236
H 6.030 1.452 1.964
H 6.901 1.121 -0.269
H 7.778 -0.002 0.775
H 6.124 -1.796 0.129
H 7.050 -1.197 -1.253
H 5.209 0.200 -1.986
H 4.547 -1.401 -1.675
*
```

Atom-resolved charges from Löwdin, all expressed in e: -0.031 -0.019 -0.453 0.111 -0.220 -0.118 -0.430 -0.064 -0.083 0.111 -0.549 0.057 0.059 -0.179 -0.144 -0.263 -0.054 -0.197 -0.208 -0.201 -0.163 0.088 0.095 0.095 0.153 0.126 0.128 0.130 0.085 0.057 0.078 0.074 0.080 0.074 0.139 0.137 0.124 0.121 0.117 0.116 0.115 0.114 0.108 0.116 0.107 0.118 0.107 0.123 0.112